ORCA calculation (wB97M-V/def2-TZVPD) on a 4-piece molecular cluster, C4H15NO5 overall.

Calculated values
LUMO level ... 0.495 eV
E_HOMO ... -9.2696 eV
Energy above the lowest of the compared OMol25 structures with the same formula, charge and spin ... 0.725 eV
F_max ... 0.0627 Eh/bohr
SMILES ... CN[C@H](C)C(=O)O.O.O.O
Gap between HOMO and LUMO ... 9.76 eV

Structure (XYZ):
```
25
Properties=species:S:1:pos:R:3:forces:R:3:nbo_charge:R:1
C -1.178 -1.756 0.957 1.754 -2.603 0.741 -0.457
N -0.759 -0.452 0.492 -0.917 -0.177 -0.658 -0.658
C -0.554 -1.271 -1.917 1.363 0.708 -0.284 -0.623
C 0.070 -0.465 -0.758 -1.794 -0.874 0.145 -0.153
C 1.381 -1.110 -0.357 0.661 0.947 0.897 0.791
O 2.322 -0.163 -0.107 -0.012 0.198 -0.029 -0.699
O 1.633 -2.259 -0.109 -0.586 -0.090 -0.588 -0.589
H -1.733 -1.697 1.884 -0.312 0.301 0.042 0.208
H -0.289 -2.393 1.203 -0.241 0.924 0.336 0.207
H -1.622 -2.559 0.328 -0.705 1.227 -0.448 0.176
H -1.636 0.064 0.281 1.113 0.003 -0.092 0.411
H -1.102 -0.630 -2.593 -0.183 0.193 -0.027 0.225
H 0.304 -1.691 -2.456 -0.486 -0.229 -0.248 0.212
H -1.192 -2.049 -1.572 -0.334 -0.673 0.204 0.219
H 0.124 0.582 -1.073 0.675 -0.312 0.214 0.221
H 3.044 -0.650 0.314 0.276 0.033 -0.065 0.493
H -0.288 2.841 -0.528 0.207 0.481 -0.168 0.461
H -0.204 2.501 0.928 -0.235 0.252 0.435 0.504
O -0.617 3.160 0.322 0.350 -0.256 -0.235 -0.952
H -3.221 1.708 -0.621 -0.028 -0.441 -0.448 0.472
H -1.895 2.297 -0.304 -0.002 -0.887 -0.422 0.493
O -2.291 1.532 -0.824 -0.723 1.210 0.699 -0.996
H 1.553 1.807 1.423 -0.139 -0.783 0.333 0.486
H 0.614 0.634 1.976 0.038 -0.296 -0.617 0.508
O 0.797 1.576 1.986 0.262 1.145 0.282 -0.960
```
Forces are in eV/Å.

ORCA calculation (wB97M-V/def2-TZVPD) on C4H16BKO4 as an isolated structure.

Calculated values
LUMO level ... -1.642 eV
E_HOMO ... -6.9203 eV
Energy above the lowest of the compared OMol25 structures with the same formula, charge and spin ... 3.983 eV
F_max ... 0.0952 Eh/bohr
Gap between HOMO and LUMO ... 5.28 eV

Structure (XYZ):
```
26
Properties=species:S:1:pos:R:3:forces:R:3:nbo_charge:R:1
K 1.538 1.621 -0.173 0.365 -0.226 -0.426 0.987
B 4.694 -0.219 -3.216 -0.226 0.224 -0.231 -0.855
H 4.912 0.766 -3.599 1.026 4.019 -1.402 -0.034
H 3.814 -0.579 -3.726 -3.807 -1.558 -1.777 -0.039
H 5.502 -0.910 -3.402 3.278 -2.642 -1.007 0.000
H 4.646 -0.228 -2.138 -0.749 0.208 4.832 -0.062
C -0.674 0.410 4.667 1.877 -0.081 2.358 -0.096
C -0.810 0.163 6.282 -0.418 -1.001 -2.136 -0.091
O 0.442 0.319 6.934 -0.299 0.748 -0.279 -0.734
O -0.188 1.765 4.389 -1.362 -1.247 -0.211 -0.736
H -1.489 0.010 4.065 -0.638 1.162 0.219 0.191
H 0.129 -0.259 4.357 0.352 -0.207 0.200 0.154
H -1.134 -0.868 6.426 -0.064 -0.233 -0.332 0.169
H -1.636 0.724 6.720 0.446 0.712 0.050 0.180
H 0.712 -0.515 7.327 -0.062 0.042 -0.094 0.485
H 0.429 1.937 5.104 0.200 0.080 0.143 0.480
C -1.971 -1.083 -4.104 0.073 -1.728 -0.610 -0.099
C -1.702 0.321 -4.406 -1.220 0.795 -1.196 -0.089
O -1.726 1.179 -3.330 0.659 1.155 1.820 -0.731
O -3.311 -1.385 -3.718 -0.255 0.899 0.714 -0.736
H -1.261 -1.427 -3.352 0.144 -0.413 -0.145 0.166
H -1.903 -1.560 -5.082 0.977 -0.515 0.059 0.181
H -2.497 0.623 -5.089 -0.096 0.185 -0.484 0.161
H -0.758 0.454 -4.934 0.070 -0.237 0.179 0.203
H -2.455 0.973 -2.739 -0.257 -0.153 -0.204 0.471
H -3.304 -2.230 -3.262 -0.015 0.010 -0.037 0.474
```
Forces are in eV/Å.

ORCA calculation (wB97M-V/def2-TZVPD) on C4H16BaFO4 as an isolated structure.

Calculated values
LUMO level ... -3.652 eV
E_HOMO ... -11.8624 eV
Energy above the lowest of the compared OMol25 structures with the same formula, charge and spin ... 0.000 eV
Total charge ... +1
F_max ... 0.0497 Eh/bohr
Gap between HOMO and LUMO ... 8.21 eV

Structure (XYZ):
```
26
Properties=species:S:1:pos:R:3:forces:R:3:mulliken_charge:R:1
Ba 0.567 0.288 0.024 2.486 -0.251 0.547 1.702
F 3.366 0.244 0.697 -2.165 0.032 -0.468 -0.851
C 1.940 2.260 2.803 1.474 -1.257 1.227 -0.511
O 0.933 2.324 1.839 -1.316 0.241 -1.285 -0.438
H 2.877 2.747 2.533 -0.309 0.413 -0.158 0.253
H 1.592 2.534 3.798 -0.072 0.302 -0.119 0.301
H 2.218 1.206 2.844 0.136 -0.024 0.086 0.176
H 0.489 3.174 1.863 0.038 0.125 0.037 0.253
C -2.863 2.748 -0.677 0.049 0.714 0.734 -0.699
O -1.587 2.014 -0.668 -0.826 0.336 -0.438 -0.438
H -3.156 3.155 -1.645 0.209 -0.739 -0.329 0.311
H -3.666 2.161 -0.233 0.332 -0.251 -0.240 0.256
H -2.757 3.653 -0.078 0.170 -0.140 0.341 0.288
H -1.095 2.457 -1.363 0.219 0.113 -0.200 0.313
C 1.547 -2.764 -2.089 -0.157 -1.550 -0.577 -0.637
O 2.107 -1.764 -1.291 -0.614 0.858 0.316 -0.370
H 1.931 -2.762 -3.109 -0.103 0.247 -0.102 0.314
H 1.768 -3.752 -1.688 0.143 -0.144 0.118 0.307
H 0.458 -2.724 -2.109 0.021 0.536 -0.005 0.196
H 3.061 -1.864 -1.310 0.259 0.382 0.409 0.235
C -1.516 -2.854 0.107 0.689 -1.678 0.365 -0.727
O -1.455 -1.577 -0.457 0.250 1.299 -0.344 -0.423
H -0.520 -3.296 0.128 0.323 0.437 0.125 0.265
H -1.861 -2.811 1.140 -0.387 -0.268 -0.163 0.341
H -2.025 -3.565 -0.544 -0.685 0.190 0.280 0.325
H -2.350 -1.233 -0.516 -0.164 0.077 -0.158 0.257
```
Forces are in eV/Å.

ORCA calculation (wB97M-V/def2-TZVPD) on C4H16BaO4 as an isolated structure.

Calculated values
LUMO level ... -8.816 eV
E_HOMO ... -15.9195 eV
Energy above the lowest of the compared OMol25 structures with the same formula, charge and spin ... 3.616 eV
Total charge ... +2
F_max ... 0.0476 Eh/bohr
Gap between HOMO and LUMO ... 7.10 eV

Structure (XYZ):
```
25
Properties=species:S:1:pos:R:3:forces:R:3:nbo_charge:R:1
Ba 0.041 0.101 1.013 0.014 -0.097 -0.283 1.979
C 3.523 4.203 2.404 -0.550 0.845 -0.618 -0.249
O 2.574 3.196 2.735 -0.548 -0.988 0.263 -0.769
H 4.212 3.788 1.669 0.104 0.112 0.350 0.191
H 2.938 4.999 1.943 0.409 0.288 -0.348 0.170
H 4.001 4.656 3.272 0.281 -0.473 0.039 0.195
H 1.870 3.639 3.214 0.046 0.015 0.223 0.468
C -1.974 -4.256 2.535 -1.996 -0.631 0.074 -0.262
O -2.263 -2.862 2.583 1.039 1.230 -0.136 -0.791
H -2.892 -4.714 2.167 0.206 -0.357 -0.760 0.188
H -1.147 -4.453 1.853 -0.003 0.024 0.458 0.181
H -1.959 -4.723 3.520 1.117 0.270 0.154 0.199
H -2.946 -2.686 3.234 -0.078 -0.188 0.051 0.491
C 1.547 2.651 -2.874 0.028 1.251 -2.103 -0.260
O 2.211 1.887 -1.939 0.471 -1.105 1.862 -0.772
H 1.538 2.136 -3.835 -0.763 -0.280 -0.038 0.183
H 0.563 2.976 -2.538 0.042 -0.241 -0.038 0.169
H 2.140 3.528 -3.133 -0.212 0.462 0.358 0.190
H 3.146 1.998 -2.127 0.167 -0.275 0.268 0.494
C -3.183 -2.624 -2.784 0.395 -0.793 -0.039 -0.261
O -2.032 -2.229 -1.938 -1.078 0.423 -0.124 -0.790
H -3.634 -3.579 -2.512 0.389 -0.137 0.603 0.188
H -4.025 -1.934 -2.730 0.675 0.528 0.216 0.202
H -2.884 -2.781 -3.820 0.212 0.498 0.013 0.192
H -1.364 -2.919 -1.913 -0.366 -0.381 -0.445 0.473
```
Forces are in eV/Å.

ORCA calculation (wB97M-V/def2-TZVPD) on C4H16F2N2NiO10 as an isolated structure.

Calculated values
LUMO level (alpha / beta) ... 5.032 / 5.030 eV
E_HOMO (alpha / beta) ... -2.7045 / -2.7688 eV
Energy above the lowest of the compared OMol25 structures with the same formula, charge and spin ... 0.000 eV
Spin multiplicity ... 3
Total charge ... -2
F_max ... 0.0482 Eh/bohr
Gap between HOMO and LUMO (alpha / beta) ... 7.74 / 7.80 eV

Structure (XYZ):
```
35
Properties=species:S:1:pos:R:3:forces:R:3:lowdin_spin:R:1
Ni 0.039 -1.075 1.376 -1.208 1.925 0.987 1.782
N 1.448 0.529 3.805 -0.557 0.284 -0.189 0.002
O 2.287 0.391 4.720 -0.011 -0.089 -0.180 0.004
O 1.341 -0.412 2.946 0.558 -0.512 -0.076 0.034
O 0.744 1.530 3.715 0.331 -0.398 0.083 -0.001
N -2.141 -2.545 -0.724 -0.114 -0.400 0.050 0.004
O -1.247 -1.836 -0.187 0.137 0.141 -0.363 0.018
O -2.208 -3.759 -0.484 0.123 0.224 -0.027 0.000
O -2.942 -1.998 -1.506 0.166 -0.056 0.211 0.002
F -1.473 -0.774 2.469 0.420 -0.813 -0.214 0.076
F 0.006 0.690 0.590 0.661 -0.294 -0.880 0.064
C 3.813 1.477 0.996 0.496 0.189 -0.334 0.000
O 2.692 2.259 0.659 0.174 -0.591 -0.203 0.000
H 4.080 0.782 0.185 -0.097 -0.103 0.085 0.000
H 4.674 2.149 1.079 -0.071 0.033 0.188 0.000
H 3.715 0.910 1.927 -0.221 0.060 0.016 0.000
H 2.013 1.623 0.376 -0.560 0.373 0.406 0.000
C 2.009 -1.374 -1.107 0.044 0.549 -0.103 0.001
O 1.773 -1.608 0.280 0.024 -0.582 -0.079 0.011
H 2.929 -0.790 -1.206 -0.070 0.070 -0.119 0.000
H 2.107 -2.275 -1.719 -0.147 -0.237 0.322 0.000
H 1.173 -0.780 -1.467 0.073 0.021 -0.030 0.000
H 2.488 -2.129 0.650 -0.051 0.110 0.208 0.001
C -1.012 0.814 -2.683 0.350 0.483 0.473 0.000
O 0.181 1.247 -2.031 -0.238 -0.326 -0.279 0.001
H -0.819 0.830 -3.758 -0.091 -0.114 -0.026 0.000
H -1.320 -0.180 -2.346 -0.028 -0.025 -0.142 0.000
H -1.822 1.517 -2.449 -0.117 -0.129 -0.148 0.000
H 0.048 1.062 -1.073 0.039 0.108 0.403 0.001
C -4.390 0.760 -0.640 -0.114 -0.204 0.165 0.000
O -3.253 0.692 0.173 -0.238 0.310 -0.042 0.000
H -4.942 1.680 -0.414 0.289 0.136 0.014 0.000
H -4.129 0.759 -1.705 -0.192 -0.103 -0.028 0.000
H -5.101 -0.051 -0.420 0.130 -0.125 -0.275 0.000
H -2.761 -0.118 -0.025 0.108 0.083 0.129 0.000
```
Forces are in eV/Å.

ORCA calculation (wB97M-V/def2-TZVPD) on a 5-piece molecular cluster, C4H16IO6 overall.

Calculated values
LUMO level ... 2.310 eV
E_HOMO ... -3.7126 eV
Energy above the lowest of the compared OMol25 structures with the same formula, charge and spin ... 2.064 eV
Total charge ... -1
F_max ... 0.0554 Eh/bohr
Gap between HOMO and LUMO ... 6.02 eV

Structure (XYZ):
```
27
Properties=species:S:1:pos:R:3:forces:R:3:nbo_charge:R:1
I 5.562 16.296 34.659 0.030 -0.012 -0.022 -1.000
O 10.420 14.075 37.714 0.326 -0.015 0.068 -0.945
H 10.011 13.471 38.334 -0.108 -0.126 0.125 0.463
H 9.689 14.439 37.216 -0.254 0.167 -0.225 0.482
O 7.028 21.416 36.810 -0.019 0.369 0.087 -0.946
H 6.902 20.799 36.090 -0.134 -0.282 -0.214 0.482
H 7.724 21.028 37.340 0.120 -0.138 0.114 0.465
C 1.383 16.069 28.474 0.271 1.167 0.607 -0.095
C 0.219 15.924 27.462 0.749 0.052 1.226 -0.070
O 0.600 15.729 26.128 0.206 0.273 -1.162 -0.732
O 0.903 16.262 29.819 -0.965 -1.286 -0.231 -0.732
H 1.902 17.026 28.423 0.285 0.053 -1.662 0.172
H 2.139 15.291 28.358 -0.175 -0.462 0.224 0.159
H -0.332 16.857 27.574 -0.415 -0.130 -0.266 0.169
H -0.405 15.052 27.660 -0.143 0.221 0.772 0.172
H 1.539 15.644 25.947 0.079 0.133 0.541 0.474
H 1.647 16.255 30.425 0.131 -0.022 -0.008 0.483
C 4.222 9.840 31.024 -2.343 -0.959 1.308 -0.059
C 2.689 10.232 31.083 0.761 -1.182 0.945 -0.089
O 1.962 9.183 31.789 0.645 0.142 -0.698 -0.739
O 5.015 10.876 30.642 1.226 1.098 -1.471 -0.718
H 4.317 8.996 30.341 0.170 0.262 -0.401 0.167
H 4.531 9.424 31.983 -0.184 0.086 0.417 0.156
H 2.351 10.326 30.051 -0.275 0.292 0.075 0.162
H 2.543 11.123 31.693 0.265 0.431 -0.465 0.167
H 1.079 9.503 31.985 0.015 0.082 -0.060 0.468
H 4.967 11.666 31.184 -0.263 -0.213 0.375 0.486
```
Forces are in eV/Å.

ORCA calculation (wB97M-V/def2-TZVPD) on C4H16KO4 as an isolated structure.

Calculated values
LUMO level ... -2.977 eV
E_HOMO ... -13.5261 eV
Energy above the lowest of the compared OMol25 structures with the same formula, charge and spin ... 0.393 eV
Total charge ... +1
F_max ... 0.0257 Eh/bohr
Gap between HOMO and LUMO ... 10.55 eV

Structure (XYZ):
```
25
Properties=species:S:1:pos:R:3:forces:R:3:nbo_charge:R:1
K -21.170 19.802 20.566 -0.656 0.050 -0.200 0.974
C -22.075 22.641 22.376 0.175 0.011 1.191 -0.251
O -22.870 22.006 21.403 0.042 -0.135 -0.516 -0.753
H -21.128 22.109 22.456 0.109 0.082 -0.232 0.157
H -21.882 23.704 22.229 -0.015 -0.029 -0.480 0.188
H -22.524 22.550 23.365 -0.126 -0.022 0.123 0.179
H -23.741 22.409 21.402 -0.052 0.040 -0.106 0.487
C -24.250 18.646 18.724 -0.416 -1.209 0.335 -0.258
O -22.853 18.342 18.659 0.213 0.588 0.039 -0.759
H -24.652 19.117 17.827 0.246 0.232 0.122 0.187
H -24.739 17.679 18.838 -0.392 0.043 -0.102 0.183
H -24.498 19.197 19.631 0.278 0.342 -0.159 0.174
H -22.592 18.459 17.742 0.156 0.005 0.052 0.480
C -22.891 17.921 23.397 -0.782 0.347 0.574 -0.248
O -23.148 19.049 22.562 0.829 0.086 -0.895 -0.780
H -22.566 18.260 24.381 0.233 -0.102 0.033 0.177
H -23.803 17.343 23.550 0.083 -0.210 -0.141 0.187
H -22.126 17.294 22.940 -0.102 0.161 -0.073 0.181
H -23.954 19.532 22.763 -0.011 -0.309 0.367 0.490
C -20.294 19.856 17.096 0.278 0.073 0.001 -0.263
O -21.282 20.662 17.748 0.251 -0.403 0.046 -0.757
H -19.541 20.505 16.650 0.085 -0.238 -0.119 0.195
H -19.799 19.200 17.812 -0.017 0.216 0.308 0.166
H -20.699 19.172 16.351 -0.261 0.249 -0.244 0.178
H -21.449 21.409 17.169 -0.149 0.129 0.073 0.488
```
Forces are in eV/Å.

ORCA calculation (wB97M-V/def2-TZVPD) on a 3-piece molecular cluster, C4H16N2O2 overall.

Calculated values
LUMO level ... 0.809 eV
E_HOMO ... -9.0294 eV
Energy above the lowest of the compared OMol25 structures with the same formula, charge and spin ... 0.738 eV
F_max ... 0.0228 Eh/bohr
SMILES ... CNCCCN.O.O
Gap between HOMO and LUMO ... 9.84 eV

Structure (XYZ):
```
24
Properties=species:S:1:pos:R:3:forces:R:3:nbo_charge:R:1
C -1.932 2.337 0.251 0.304 0.360 0.104 -0.414
N -0.904 1.309 0.056 -0.100 0.292 0.700 -0.644
C -1.109 0.146 0.947 -0.260 0.450 -1.052 -0.233
C -0.776 -1.105 0.142 0.374 -0.140 0.699 -0.408
C 0.719 -1.181 -0.152 -0.184 -0.084 0.262 -0.237
N 1.477 -1.638 1.033 0.259 -0.271 0.048 -0.865
H -2.940 1.938 0.304 -0.071 -0.310 -0.216 0.186
H -1.778 2.893 1.186 -0.087 0.081 -0.018 0.166
H -1.886 3.042 -0.577 -0.066 0.083 0.025 0.201
H -0.060 1.743 0.423 0.240 -0.063 -0.610 0.376
H -2.161 0.132 1.191 -0.311 -0.168 0.441 0.188
H -0.514 0.311 1.843 -0.001 -0.537 0.299 0.181
H -1.395 -1.087 -0.745 0.017 0.203 -0.397 0.204
H -1.073 -2.023 0.658 0.052 0.007 0.172 0.196
H 1.101 -0.209 -0.466 -0.169 0.124 -0.017 0.189
H 0.895 -1.840 -0.974 0.150 -0.582 -0.549 0.196
H 0.838 -1.844 1.783 -0.350 0.313 0.374 0.353
H 1.889 -2.556 0.884 0.210 0.345 -0.347 0.367
H 0.753 -0.871 -3.328 -0.025 0.240 0.276 0.473
H -0.699 -1.148 -2.820 0.356 0.227 -0.033 0.473
O -0.062 -1.334 -3.520 -0.330 -0.409 -0.275 -0.944
H 2.131 0.461 1.198 0.105 -0.267 0.053 0.492
H 2.217 1.522 2.275 0.060 0.075 -0.078 0.468
O 2.159 1.421 1.319 -0.174 0.034 0.140 -0.964
```
Forces are in eV/Å.

Which value of F_max does entry 8 give? 0.0228 Eh/bohr

Look up the energy above the lowest of the compared OMol25 structures with the same formula, charge and spin of the third one. 0.000 eV

Look up the F_max of the sixth one. 0.0554 Eh/bohr